1.
C4H13NS | ωB97M-V/def2-TZVPD

Each line ends with the Löwdin charge.
Geometry (Å):
H (-3.11169, -1.84275, 0.15397)  0.07
H (3.19811, 1.34778, -0.01861)  0.08
C (0.76797, 0.89965, 1.31882)  -0.13
H (0.84925, 1.86809, 1.83760)  0.08
H (2.47251, 0.74455, -1.53349)  0.07
H (-1.53505, -1.85534, -1.73653)  0.06
H (1.38390, 0.15954, 1.82778)  0.08
N (1.00121, 0.96695, -0.13454)  -0.20
H (-0.35197, -0.81895, -0.73628)  0.01
H (2.70518, -0.31539, -0.19209)  0.08
H (0.77309, 1.92429, -0.37104)  0.08
C (2.38854, 0.70880, -0.44997)  -0.17
S (-2.00495, 0.51711, -1.51845)  0.62
H (-1.36295, 1.64438, -1.09127)  -0.19
H (-0.28657, 0.63751, 1.51544)  0.06
C (-1.36974, -1.16318, -0.91502)  -0.55
C (-2.04394, -1.69201, 0.33817)  -0.18
H (-1.93282, -1.07448, 1.22978)  0.06
H (-1.54011, -2.65655, 0.47575)  0.07

Values from the calculation:
SMILES = CCS.CNC
Total charge = 0
Orbital gap = 9.5 eV
Energy above the lowest of the compared OMol25 structures with the same formula, charge and spin = 120.6 kJ/mol
2S+1 = 1
Molar mass = 107.22 g/mol
E = -613.08307 a.u.

***

2.
C8H8N4O6PdS3 | ωB97M-V/def2-TZVPD

Each line ends with the Löwdin charge.
Geometry (Å):
C (-1.36497, -0.47000, 1.56096)  -0.21
Pd (1.24501, 1.45749, -2.22103)  0.93
C (-2.06203, -1.66987, 1.59042)  -0.03
H (-1.62296, -2.41055, 4.86751)  0.11
O (0.86679, -0.39431, -3.51993)  -0.12
C (-0.87192, -0.65331, 3.89477)  -0.06
H (-0.62846, -2.04322, -0.45974)  0.13
O (-0.12313, 1.07487, -4.69484)  -0.06
O (0.82477, 2.23724, 0.16748)  -0.40
H (-0.56567, -1.56054, -2.11039)  0.10
C (-0.77755, 0.05133, 2.70685)  0.00
C (-1.02204, -0.10695, -0.84223)  -0.71
H (-0.95481, 1.29221, 0.49754)  0.12
O (2.73879, 1.24330, 1.37223)  -0.24
O (1.56763, 0.04287, -0.45213)  -0.38
C (-2.14621, -2.36368, 2.78996)  -0.07
S (2.01650, 1.36093, 0.15633)  0.33
N (2.14571, 2.34757, -3.64514)  -0.09
H (-0.22270, 0.98031, 2.65471)  0.12
O (2.84912, 1.89604, -1.06364)  -0.39
H (-2.57255, -2.04368, 0.71350)  0.11
S (-0.98930, 1.14060, -2.10183)  0.83
C (-1.55268, -1.86282, 3.93794)  -0.07
H (-2.69040, -3.29802, 2.82279)  0.11
N (0.31630, -0.02490, -4.56688)  -0.21
N (-0.90659, -1.38386, -1.17598)  0.17
S (4.84159, 2.64900, -4.20586)  0.71
H (-0.40698, -0.25551, 4.78613)  0.11
N (-1.25249, 0.31706, 0.37844)  0.09
C (3.32121, 2.45042, -3.83793)  -0.92

Values from the calculation:
Total charge = 0
Orbital gap (spin up / spin down) = 5.4 / 5.4 eV
Energy above the lowest of the compared OMol25 structures with the same formula, charge and spin = 207.4 kJ/mol
2S+1 = 1
Molar mass = 458.80 g/mol
E = -2302.36051 a.u.